(1)
Formula: C25H41BN9O2PtS
Source: the Open Molecules 2025 dataset
Level of theory: ωB97M-V/def2-TZVPD

Each line ends with the Mulliken spin population.
Element x y z (Å)
1 H 1.693 -3.586 -2.807  -0.001
2 N 0.694 -2.195 0.955  -0.046
3 H 1.681 -3.681 2.071  0.000
4 H -1.260 6.018 -0.687  0.000
5 H -3.977 3.113 -0.411  0.000
6 H -0.060 5.931 -1.952  0.000
7 C 0.509 -0.649 2.499  -0.033
8 H 2.471 -0.020 -0.953  0.003
9 C 3.933 -6.044 -0.386  0.000
10 H -0.794 0.395 3.811  0.000
11 H -4.472 2.601 2.072  0.000
12 H 0.823 1.080 3.725  -0.001
13 N 2.168 -4.334 -0.407  0.000
14 C 1.780 1.726 0.773  -0.010
15 C 3.901 1.308 1.817  0.000
16 H 1.518 4.751 -0.358  0.000
17 H 4.771 1.783 1.365  0.000
18 N 0.749 -2.148 -1.587  -0.064
19 H -0.374 1.366 -2.855  0.000
20 H 4.487 -5.636 0.460  0.000
21 O 0.823 1.616 -0.054  -0.011
22 H 1.275 1.538 -3.485  -0.002
23 C 1.264 -2.688 2.060  -0.005
24 C -4.071 -0.351 -0.222  0.025
25 H 1.712 -1.561 -4.635  0.001
26 H -3.796 0.254 0.643  -0.006
27 H -3.992 3.761 3.309  0.000
28 C -3.303 3.915 -0.104  0.002
29 C 1.326 -2.579 -2.719  -0.014
30 H 4.006 -7.128 -0.357  0.000
31 H 4.419 -5.685 -1.293  0.000
32 H 1.542 -1.820 4.071  0.000
33 S -1.658 3.158 -0.119  0.002
34 N -1.866 -1.480 -0.289  0.051
35 H -0.747 -5.763 -0.115  0.000
36 H -5.112 -0.647 -0.125  0.000
37 C -0.891 4.039 -1.486  -0.001
38 H -1.619 4.072 -2.297  0.000
39 C -0.417 5.427 -1.054  0.000
40 C -3.556 -2.896 -0.432  -0.001
41 O -1.960 1.731 -0.696  0.021
42 H -4.549 -3.305 -0.483  0.000
43 C 1.182 -1.736 3.060  -0.001
44 H 1.098 6.384 0.159  0.000
45 C -3.651 4.447 1.285  0.000
46 H -0.318 1.328 2.390  0.011
47 H -2.926 5.210 1.577  0.000
48 C 1.355 -6.425 -0.220  0.000
49 N 0.248 -0.958 1.219  0.128
50 N 2.889 1.044 0.795  -0.002
51 C 0.033 0.614 3.136  -0.006
52 C 2.505 -5.610 -0.342  0.000
53 C 3.240 0.025 -0.194  -0.002
54 H 4.207 0.363 2.261  0.000
55 H -3.305 4.700 -0.859  0.000
56 N 0.801 -4.296 -0.337  -0.001
57 H 0.010 0.852 -4.500  -0.001
58 C -3.204 -1.556 -0.315  -0.010
59 H 0.348 5.001 0.947  0.000
60 C 1.330 -1.540 -3.629  0.006
61 C 0.302 -5.556 -0.217  0.000
62 C 0.699 5.386 -0.013  0.000
63 H 1.716 2.497 1.546  0.002
64 C 0.706 -0.467 -2.985  -0.021
65 B 0.232 -2.916 -0.348  -0.029
66 H 3.346 -0.946 0.291  0.001
67 N -1.335 -2.740 -0.386  -0.015
68 H 3.499 1.957 2.591  0.000
69 H 1.319 -7.498 -0.144  0.000
70 Pt -0.668 0.135 -0.199  0.695
71 C 0.389 0.902 -3.481  0.008
72 H -2.760 2.839 2.456  0.004
73 H -3.963 0.268 -1.112  -0.001
74 H 4.187 0.304 -0.655  0.000
75 H -2.208 -4.647 -0.586  0.000
76 N 0.380 -0.869 -1.751  0.317
77 H -4.617 4.948 1.210  0.000
78 C -2.366 -3.590 -0.475  0.005
79 C -3.721 3.347 2.339  0.001
80 H -0.048 3.410 -1.775  0.000

Spin multiplicity: 2
LUMO (alpha / beta): -0.23869 / -0.26360 hartree
E: -2162.437179 hartree
HOMO-LUMO gap (alpha / beta): 7.270 / 6.592 eV
F_max: 1.2 eV Å⁻¹
Charge: +2


(2)
Formula: C25H41BN9O2PtS
Source: the Open Molecules 2025 dataset
Level of theory: ωB97M-V/def2-TZVPD

Each line ends with the Mulliken spin population.
Element x y z (Å)
1 H 4.778 0.641 -3.613  0.000
2 C -1.708 -4.336 -2.157  0.000
3 N -0.195 -0.837 2.502  -0.038
4 N -0.833 1.576 2.320  0.002
5 C -0.744 -2.711 -3.821  -0.001
6 H -0.054 4.919 -0.227  0.000
7 H 0.281 -2.348 -3.854  0.001
8 H 1.197 2.549 -5.270  0.000
9 C -1.710 0.482 6.187  0.000
10 C 1.251 0.392 -5.326  0.000
11 H 5.797 1.495 -2.482  0.000
12 C 0.432 -1.682 3.330  -0.009
13 H -4.011 0.674 3.875  0.000
14 N -1.119 -3.026 -2.441  0.000
15 C 1.268 1.895 -3.258  0.012
16 H 1.384 3.900 -0.282  0.000
17 H -1.172 2.660 4.086  -0.001
18 H 1.785 -0.444 -4.872  0.000
19 H -0.103 3.394 -1.108  -0.004
20 C -3.323 -0.328 -0.401  0.002
21 H 2.373 -3.312 0.147  -0.001
22 O -0.394 -1.023 -1.727  0.059
23 C -0.432 3.751 2.272  -0.001
24 H -3.988 -1.195 2.680  0.000
25 O 1.570 0.841 -0.787  -0.015
26 B -1.372 0.151 2.688  -0.030
27 H 2.744 1.880 -4.833  0.000
28 H 0.214 1.644 -3.101  0.005
29 C 1.667 1.729 -4.724  0.000
30 C -0.163 3.207 1.018  0.003
31 H 1.723 -1.965 -0.807  0.002
32 H 3.640 2.604 -2.476  0.000
33 C -3.638 -0.844 1.724  0.006
34 H 3.807 1.770 -0.917  -0.001
35 H -0.969 -5.118 -2.327  0.000
36 N -2.262 0.084 0.308  -0.009
37 H 0.179 0.226 -5.198  0.000
38 H -0.255 -0.186 7.600  0.000
39 C -4.228 -0.922 0.476  -0.003
40 C 1.391 -2.368 2.611  0.012
41 H -1.214 -2.436 -0.482  0.000
42 H -3.753 -0.978 -2.393  0.000
43 H 6.017 -1.001 -2.237  0.000
44 H -0.580 1.545 7.658  0.000
45 H 1.454 2.902 -2.887  0.010
46 H -3.862 0.990 6.558  0.000
47 N 0.317 -0.984 1.255  0.269
48 H -2.559 -4.497 -2.816  0.000
49 Pt -0.372 0.432 -0.270  0.741
50 H 0.168 -1.708 4.373  0.000
51 H 2.078 -3.107 2.984  0.000
52 H -0.830 -3.615 -4.416  0.000
53 S 2.181 0.740 -2.218  -0.005
54 N -2.455 -0.229 1.613  -0.010
55 C 1.309 -1.881 1.307  -0.006
56 C -0.924 -2.153 -1.495  -0.005
57 C -3.166 0.542 4.528  0.000
58 H -5.193 -1.332 0.236  0.000
59 C -3.070 0.728 5.878  0.000
60 C 2.171 -2.242 0.145  0.003
61 C 4.927 0.839 -2.548  0.000
62 C 5.187 -0.455 -1.791  0.000
63 H 3.130 -1.726 0.219  -0.002
64 N -0.407 1.893 1.078  -0.041
65 H -0.328 4.780 2.564  0.001
66 H 4.317 -1.116 -1.811  0.000
67 H -2.044 -4.372 -1.123  0.000
68 H -1.756 0.414 8.321  0.000
69 H 1.463 0.374 -6.394  0.000
70 C -0.859 2.695 3.055  0.004
71 H -2.531 0.303 -2.296  0.010
72 N -1.933 0.183 4.068  0.001
73 C 3.745 1.630 -1.998  0.001
74 H -4.236 0.671 -2.034  0.002
75 C 0.294 3.888 -0.223  0.034
76 N -1.034 0.171 5.097  0.000
77 H -1.407 -1.947 -4.225  0.000
78 C -3.458 -0.072 -1.864  0.000
79 H 5.441 -0.254 -0.749  0.000
80 C -1.038 0.565 7.517  0.000

Spin multiplicity: 2
LUMO (alpha / beta): -0.20625 / -0.27270 hartree
E: -2162.467049 hartree
HOMO-LUMO gap (alpha / beta): 8.037 / 6.227 eV
F_max: 0.5 eV Å⁻¹
Charge: +2